Entry 1:
14 unconnected molecules or ions with the total composition C27H29Cl52N3O, computed with ωB97M-V with the def2-TZVPD basis set.

Calculated values
LUMO level, eV: 0.01
Frontier orbital gap, eV: 8.8773
Spin multiplicity: 1

Each line ends with the Mulliken charge.
Element x y z (Å)
Cl: 7.89 -2.99 2.92  -0.10
Cl: 8.09 0.58 -8.00  -0.10
Cl: 2.82 1.86 -6.67  -0.12
Cl: -4.62 -2.56 -2.46  -0.07
Cl: -4.30 -0.80 -4.79  0.00
Cl: -3.79 4.04 6.47  -0.06
Cl: -7.35 -2.44 5.10  -0.05
Cl: 0.92 3.39 9.47  -0.06
Cl: -10.50 -2.07 2.94  -0.09
Cl: 3.26 1.76 -3.82  0.02
Cl: -11.23 -1.20 0.29  -0.10
Cl: -5.34 0.87 -6.90  -0.11
Cl: 2.87 6.49 -2.91  -0.11
Cl: -8.50 -0.98 1.17  0.00
Cl: 0.82 4.70 -3.88  -0.08
Cl: 8.39 -2.79 -13.21  -0.10
Cl: -5.07 -1.56 3.52  -0.09
Cl: -2.82 -7.73 -3.30  -0.11
Cl: -1.18 -5.53 -4.17  -0.04
Cl: -6.06 -0.19 7.14  -0.04
Cl: 7.81 -0.03 -10.80  -0.07
Cl: -1.85 3.58 8.55  -0.03
Cl: 6.44 -4.91 -13.35  -0.10
Cl: 9.88 -3.77 0.99  -0.11
Cl: -3.71 -6.04 -5.45  -0.08
Cl: 2.35 3.99 -1.55  0.01
Cl: 5.88 -2.53 -11.82  -0.03
Cl: -10.52 0.75 2.29  -0.10
Cl: 5.36 0.97 -5.63  -0.07
Cl: -4.42 -3.00 0.36  0.05
Cl: 7.33 -2.74 0.11  -0.05
Cl: -3.28 -1.05 -7.47  -0.10
Cl: -3.73 -5.13 -1.48  -0.02
Cl: -7.54 0.05 9.60  -0.10
Cl: -8.51 1.33 7.20  -0.10
Cl: -6.88 -3.59 2.52  -0.08
Cl: -6.16 2.35 8.53  0.00
Cl: 6.40 2.22 -9.67  -0.10
Cl: -2.01 -2.83 -1.23  -0.04
Cl: -2.67 1.30 -5.91  -0.06
Cl: -1.49 -7.85 -5.85  -0.11
Cl: 5.95 -2.41 -14.70  -0.10
Cl: 7.49 -5.35 1.32  -0.10
Cl: 3.54 4.59 9.43  -0.10
Cl: 2.79 2.85 11.61  -0.10
Cl: 0.43 6.12 -1.40  -0.10
Cl: -5.08 -4.18 4.71  -0.10
Cl: -4.36 4.86 9.18  -0.10
Cl: 3.25 1.76 8.98  -0.10
Cl: 5.59 -0.47 -9.00  -0.06
Cl: 3.03 -0.69 -5.32  -0.09
Cl: -2.37 6.26 7.64  -0.12
O: 2.27 -1.00 -1.87  -0.63
N: 3.34 1.06 0.45  0.00
N: 0.97 -1.20 0.04  0.00
N: -3.36 1.10 2.07  -0.55
C: 3.62 0.97 -5.35  0.24
C: 1.84 -0.54 -0.84  -0.91
C: 3.68 -1.07 1.75  0.42
C: 4.19 -0.12 0.65  -0.90
C: -2.30 -6.79 -4.69  0.32
C: 1.00 2.27 1.51  -0.91
C: 0.29 -0.21 0.90  0.09
C: 0.48 2.10 4.01  -1.51
C: -0.29 1.60 -0.66  -0.99
C: -3.33 0.36 0.80  -0.26
C: -3.90 0.08 -6.27  0.23
C: -10.19 -0.88 1.67  0.29
C: -2.85 1.21 -0.39  -0.80
C: 3.94 -2.56 1.45  -1.47
C: 6.97 0.57 -9.37  0.35
C: 8.15 -3.71 1.33  0.34
C: 1.62 5.33 -2.44  0.29
C: -6.10 -2.95 3.96  0.25
C: 6.66 -3.16 -13.27  0.32
C: -3.69 -3.39 -1.20  0.10
C: 2.10 0.87 -0.31  1.37
C: 2.63 3.15 9.87  0.31
C: 0.75 1.21 0.42  1.75
C: -3.09 4.68 7.96  0.35
C: -1.64 2.12 -0.11  -0.82
C: 1.50 1.77 2.89  0.07
C: -7.06 0.89 8.12  0.24
H: 4.82 -2.94 1.97  0.07
H: 0.15 2.33 -1.35  0.10
H: 4.20 -0.80 2.68  0.54
H: 4.02 -2.77 0.39  0.40
H: 1.75 0.72 2.89  -0.14
H: 3.89 1.76 -0.03  0.40
H: 3.09 -3.15 1.84  0.44
H: -2.77 -0.58 0.87  0.21
H: 2.42 2.31 3.13  0.43
H: 1.76 2.98 1.14  0.02
H: -1.84 3.08 -0.60  0.24
H: -3.87 0.56 2.75  0.15
H: -4.36 0.06 0.59  0.41
H: 5.16 0.26 0.99  0.45
H: 2.16 1.57 -1.15  -0.96
H: 0.93 1.96 5.00  0.45
H: 0.10 2.88 1.68  0.78
H: 1.41 -1.97 0.52  0.38
H: 0.31 -0.44 1.97  0.40
H: -0.50 0.71 -1.27  0.77
H: -3.72 1.78 -0.75  0.48
H: 0.18 3.15 3.92  0.37
H: -0.77 -0.33 0.65  -1.45
H: -2.61 0.51 -1.20  0.19
H: 4.41 -0.66 -0.28  0.44
H: -1.58 2.35 0.96  0.54
H: -2.41 1.15 2.44  0.20
H: -0.40 1.45 3.92  0.15
H: 2.62 -0.91 1.96  -0.27

Entry 2:
A molecular structure, C27H29CuFN5O6, computed with ωB97M-V with the def2-TZVPD basis set.

Calculated values
LUMO level (spin up / spin down), eV: 2.82 / 2.41
Frontier orbital gap (spin up / spin down), eV: 7.6478 / 7.2156
Spin multiplicity: 2
Net charge: -1

Each line ends with the natural charge from an NBO analysis.
Element x y z (Å)
Cu: 0.55 -0.17 0.43  1.53
F: 5.99 -0.32 -1.31  -0.31
O: 1.04 -0.21 -1.41  -0.82
O: 1.89 0.04 3.36  -0.70
O: 2.47 -0.42 1.23  -0.81
O: 6.80 -3.05 -1.24  -0.60
O: 0.10 -1.57 1.77  -0.80
O: 5.03 -3.49 2.90  -0.64
N: -1.65 1.51 1.34  -0.47
N: 4.83 -1.44 1.90  -0.41
N: 5.88 -3.21 0.82  -0.63
N: -1.32 -1.08 -0.36  -0.53
N: 1.13 2.00 0.42  -0.52
C: 5.06 -0.67 0.81  0.06
C: -2.44 -0.43 -1.00  -0.24
C: 2.61 -0.38 2.47  0.80
C: 1.26 2.64 -0.67  0.16
C: 1.15 -3.67 1.97  -0.30
C: 1.35 2.71 1.65  -0.23
C: 0.79 1.30 -4.65  -0.18
C: 5.72 -1.15 -0.27  0.19
C: 0.36 -2.72 1.27  0.42
C: -1.05 -2.29 -0.70  0.19
C: 4.03 -0.90 2.97  -0.35
C: -0.17 -3.15 0.01  -0.26
C: 0.95 2.66 -4.36  -0.32
C: -2.11 0.52 2.29  -0.42
C: 1.13 3.04 -3.06  -0.14
C: -2.33 1.09 -1.03  -0.40
C: 0.12 -4.42 -0.50  -0.14
C: 0.91 -5.29 0.20  -0.31
C: 1.43 -4.90 1.44  -0.17
C: 1.13 2.12 -2.00  -0.27
C: 5.21 -2.77 1.94  0.79
C: -2.64 1.77 0.31  -0.21
C: 0.21 2.49 2.64  -0.43
C: -1.16 2.70 1.99  -0.21
C: 6.19 -2.51 -0.35  0.60
C: 1.00 0.72 -2.28  0.42
C: 0.83 0.37 -3.65  -0.30
H: 4.54 -0.05 3.43  0.20
H: -3.04 1.47 -1.77  0.20
H: -3.65 1.45 0.65  0.17
H: 1.49 3.72 -0.63  0.14
H: -2.70 2.85 0.12  0.19
H: -2.55 -0.80 -2.03  0.18
H: 0.30 1.48 3.02  0.26
H: -1.06 3.49 1.24  0.19
H: 3.87 -1.67 3.72  0.26
H: -1.32 1.37 -1.34  0.22
H: 2.26 2.31 2.10  0.21
H: 0.34 3.19 3.47  0.20
H: 0.64 0.98 -5.67  0.20
H: 2.06 -5.59 2.00  0.20
H: -3.35 -0.71 -0.45  0.18
H: -2.98 0.89 2.87  0.14
H: -1.58 -2.73 -1.57  0.15
H: -1.88 3.05 2.76  0.16
H: 6.16 -4.18 0.85  0.42
H: 1.25 4.09 -2.82  0.19
H: 1.55 -3.37 2.92  0.22
H: -2.38 -0.39 1.77  0.22
H: 1.49 3.79 1.45  0.15
H: -1.30 0.27 2.98  0.23
H: -0.30 -4.70 -1.45  0.19
H: 1.14 -6.27 -0.20  0.20
H: 4.70 0.34 0.84  0.25
H: 0.93 3.39 -5.16  0.20
H: 0.73 -0.68 -3.86  0.21

Entry 3:
A molecular structure, C27H29F5LaN2O5S, computed with ωB97M-V with the def2-TZVPD basis set.

Calculated values
LUMO level, eV: -2.88
Frontier orbital gap, eV: 6.9590
Spin multiplicity: 1
Net charge: +1

Each line ends with the natural charge from an NBO analysis.
Element x y z (Å)
La: 0.17 -0.13 0.34  1.99
S: 1.85 -2.38 0.39  -0.41
F: 3.33 -5.66 -3.24  -0.28
F: -0.20 -1.82 -1.76  -0.34
F: -0.40 -2.95 -4.18  -0.29
F: 3.55 -4.54 -0.82  -0.28
F: 1.37 -4.89 -4.95  -0.27
O: -1.89 1.61 0.80  -0.59
O: -0.74 0.29 2.86  -0.59
O: -1.33 -1.99 1.65  -0.58
O: -2.49 -0.70 -0.50  -0.58
O: -0.06 3.36 -6.35  -0.57
N: 0.67 0.96 -2.06  -0.56
N: 2.19 3.52 -6.16  -0.80
C: 1.85 0.91 5.31  -0.26
C: 1.46 2.13 4.76  -0.20
C: 0.97 3.13 -5.75  0.64
C: -3.30 0.46 -0.69  -0.08
C: 2.03 1.36 2.52  -0.01
C: 0.57 -3.35 -3.36  0.28
C: -1.85 -1.82 2.97  -0.09
C: 1.94 1.50 1.06  -1.08
C: -0.23 0.82 -3.05  0.03
C: 2.57 -4.13 -1.62  0.31
C: 1.47 -4.33 -3.75  0.26
C: -2.15 -2.72 0.74  -0.08
C: -3.26 1.32 0.55  -0.09
C: 2.47 -4.72 -2.87  0.33
C: -0.87 -0.89 3.65  -0.08
C: -3.18 -1.80 0.10  -0.09
C: -1.65 1.34 3.19  -0.09
C: 1.68 1.82 -2.25  0.07
C: 2.45 0.15 3.10  -0.23
C: -1.62 2.30 2.03  -0.09
C: -0.16 1.52 -4.24  -0.15
C: 0.92 2.38 -4.44  -0.08
C: 1.69 -3.13 -1.20  -0.24
C: 1.85 2.53 -3.42  -0.23
C: 0.71 -2.79 -2.11  0.28
C: 1.56 2.35 3.39  -0.26
C: 2.37 -0.07 4.47  -0.21
H: -0.63 2.72 1.91  0.23
H: 1.30 3.33 2.99  0.20
H: -3.88 -1.43 0.85  0.18
H: 2.68 3.21 -3.51  0.24
H: 2.27 3.98 -7.06  0.42
H: -1.91 -2.78 3.48  0.21
H: -2.33 3.12 2.16  0.21
H: 3.03 3.14 -5.75  0.40
H: -2.65 0.93 3.36  0.18
H: -3.82 2.25 0.39  0.21
H: 2.90 -0.61 2.47  0.22
H: -2.65 -3.55 1.24  0.21
H: 1.12 2.93 5.40  0.22
H: -4.32 0.18 -0.95  0.21
H: -2.88 1.01 -1.53  0.21
H: 2.84 1.09 0.57  0.23
H: -3.70 0.80 1.41  0.18
H: 1.83 2.53 0.73  0.22
H: 2.73 -1.00 4.88  0.22
H: 2.38 1.92 -1.43  0.23
H: 0.12 -1.34 3.70  0.24
H: -2.85 -1.38 2.93  0.17
H: -3.75 -2.34 -0.66  0.21
H: -0.91 1.40 -5.01  0.25
H: -1.31 1.84 4.10  0.22
H: -1.18 -0.64 4.67  0.21
H: 1.79 0.75 6.37  0.22
H: -1.03 0.11 -2.87  0.21
H: -1.47 -3.13 0.00  0.23

| no. | calculated total energy (a.u.) |
| --- | --- |
| 1 | -25215.49459 |
| 2 | -3511.97398 |
| 3 | -2460.92101 |